A 10-piece molecular cluster, C25H34Cl30F6N5 overall in a non-equilibrium geometry. Source: OMol25; level of theory: the ωB97M-V functional and the def2-TZVPD basis.

As for the spin multiplicity: 1. The orbital gap is 6.48 eV. The value obtained for the LUMO energy is -3.472 eV. As for the net charge: +1.

Atoms and positions in Å:
C: -6.007 -0.728 2.900
C: -5.535 -0.914 1.531
C: -4.544 0.139 0.812
N: -3.318 -0.557 0.259
C: -2.342 0.221 -0.233
N: -2.401 1.657 -0.217
C: -1.166 2.115 -0.824
C: -0.803 3.641 -1.054
N: -1.083 4.509 0.145
C: -1.026 5.943 -0.338
N: -0.477 0.908 -1.157
C: 0.879 0.991 -1.825
C: 1.999 0.445 -0.810
C: 3.070 1.542 -0.336
C: 4.546 0.975 -0.136
F: 4.920 -0.001 -1.090
F: 5.445 2.080 -0.325
C: 4.842 0.381 1.323
F: 4.393 1.191 2.380
F: 6.259 0.311 1.457
F: 4.339 -0.925 1.510
N: -1.113 -0.248 -0.841
C: -0.756 -1.679 -1.054
C: 0.131 -2.341 0.103
C: -0.465 -2.191 1.581
F: -0.026 -3.377 2.310
H: -5.389 -1.087 3.786
H: -6.998 -0.185 3.031
H: -5.862 -1.841 0.934
H: -4.294 0.973 1.543
H: -5.148 0.604 -0.044
H: -3.220 -1.578 0.253
H: 0.285 3.839 -1.340
H: -1.432 4.035 -1.941
H: -2.030 4.330 0.525
H: -0.373 6.602 0.326
H: -2.081 6.392 -0.413
H: -0.589 6.017 -1.400
H: 0.776 0.332 -2.766
H: 1.099 2.064 -2.180
H: 1.433 0.118 0.140
H: 2.505 -0.458 -1.319
H: 2.711 1.929 0.690
H: 3.027 2.459 -1.026
H: -1.732 -2.265 -1.187
H: -0.183 -1.772 -2.034
H: 1.224 -2.014 0.112
H: 0.154 -3.474 -0.119
H: -1.603 -2.206 1.639
H: 0.021 -1.312 2.115
C: 5.394 -3.359 -2.813
Cl: 7.053 -3.712 -3.315
Cl: 4.295 -3.398 -4.202
Cl: 4.863 -4.500 -1.567
H: 5.372 -2.359 -2.390
C: 7.086 0.459 -4.694
Cl: 6.158 -0.246 -3.361
Cl: 8.750 -0.137 -4.675
Cl: 6.315 0.103 -6.246
H: 7.107 1.539 -4.562
C: 4.741 -7.525 -5.456
Cl: 3.108 -7.089 -5.983
Cl: 5.740 -7.980 -6.842
Cl: 5.483 -6.189 -4.565
H: 4.668 -8.383 -4.790
C: 1.286 4.055 2.976
Cl: 2.967 3.753 2.490
Cl: 0.199 4.042 1.552
Cl: 0.760 2.861 4.179
H: 1.238 5.046 3.431
C: 5.804 -0.796 4.603
Cl: 6.209 -2.414 4.012
Cl: 4.256 -0.817 5.462
Cl: 7.088 -0.177 5.650
H: 5.711 -0.133 3.749
C: -5.298 6.112 0.284
Cl: -4.530 7.643 -0.157
Cl: -4.226 4.747 -0.078
Cl: -5.746 6.112 1.994
H: -6.205 6.001 -0.308
C: -8.150 -4.328 0.078
Cl: -9.775 -3.930 -0.496
Cl: -7.102 -4.768 -1.276
Cl: -7.459 -2.969 0.982
H: -8.223 -5.183 0.747
C: 3.207 7.653 4.079
Cl: 4.311 8.404 2.920
Cl: 2.858 8.758 5.414
Cl: 1.708 7.155 3.275
H: 3.688 6.765 4.485
C: -7.100 -5.931 -5.031
Cl: -5.412 -6.365 -4.728
Cl: -8.165 -6.721 -3.860
Cl: -7.310 -4.174 -4.977
H: -7.370 -6.277 -6.027
C: -3.370 -3.375 4.952
Cl: -3.753 -5.099 5.041
Cl: -3.684 -2.752 3.323
Cl: -4.300 -2.468 6.152
H: -2.312 -3.248 5.170

Atom charges from the Löwdin analysis, given in e for atoms 1 to 4: atom 1 (C): -0.0401, atom 2 (C): -0.2565, atom 3 (C): -0.1339, atom 4 (N): 0.0631

C8H23CuNO11P2 as an isolated structure in a non-equilibrium geometry. Source: OMol25; level of theory: the ωB97M-V functional and the def2-TZVPD basis.

As for the spin multiplicity: 1. The orbital gap is 1.47 eV. The value obtained for the LUMO energy is 9.776 eV. The relative energy (zero: lowest compared OMol25 entry of this formula, charge and spin) comes out at 27.21 kcal/mol. As for the net charge: -5.

Atoms and positions in Å:
Cu: -0.165 0.134 1.418
P: 1.168 2.685 3.136
O: -0.077 1.820 2.773
O: 1.869 3.232 1.854
O: 2.064 1.742 3.890
O: 0.482 3.723 4.066
P: -0.919 -2.253 3.930
O: -2.360 -1.712 3.753
O: -0.547 -1.544 5.222
O: 0.119 -1.618 3.013
O: -0.734 -3.776 4.175
C: 0.355 -3.574 -1.269
C: -0.091 -2.995 0.082
O: 0.814 -1.979 0.546
H: 0.361 -2.894 -2.122
H: -0.261 -4.394 -1.639
H: 1.326 -4.064 -1.216
H: -0.204 -3.794 0.814
H: -1.118 -2.634 0.137
H: 0.575 -1.727 1.441
C: -3.763 -0.620 -0.645
C: -3.621 -1.043 0.813
O: -2.368 -0.673 1.316
H: -3.802 0.455 -0.821
H: -4.606 -1.192 -1.031
H: -2.856 -1.022 -1.097
H: -3.618 -2.128 0.922
H: -4.489 -0.679 1.362
H: -2.354 -0.980 2.225
C: -0.275 1.320 -2.434
C: 1.019 1.487 -1.469
C: 2.146 2.295 -2.060
O: 3.204 1.408 -2.449
C: 3.905 2.096 -3.566
N: 0.499 2.175 -0.253
H: -1.151 1.218 -1.793
H: -0.040 0.401 -2.972
H: -0.284 2.168 -3.119
H: 1.402 0.549 -1.068
H: 2.691 3.005 -1.437
H: 1.712 3.071 -2.690
H: 3.422 2.103 -4.543
H: 4.848 1.578 -3.742
H: 4.261 3.097 -3.323
H: 0.192 3.110 -0.480
H: 1.271 2.425 0.348

Atom charges from the Löwdin analysis, given in e for atoms 1 to 4: atom 1 (Cu): 0.4375, atom 2 (P): -0.1359, atom 3 (O): -0.3190, atom 4 (O): -0.5072

A 7-piece molecular cluster, C5H24N2O7 overall in a non-equilibrium geometry. Source: OMol25; level of theory: the ωB97M-V functional and the def2-TZVPD basis.

As for the spin multiplicity: 1. The orbital gap is 10.19 eV. The value obtained for the LUMO energy is 0.278 eV. As for the SMILES: CC(C)[C@H](N)C(N)=O.O.O.O.O.O.O. The relative energy (zero: lowest compared OMol25 entry of this formula, charge and spin) comes out at 82.35 kcal/mol.

Atoms and positions in Å:
N: 1.443 0.579 1.856
C: 0.078 0.097 2.082
C: -1.069 1.055 2.062
C: -2.212 0.332 2.881
C: -1.631 1.566 0.701
C: -0.060 -1.018 0.968
N: -0.320 -2.296 1.390
O: 0.332 -0.902 -0.195
H: 1.599 0.476 0.799
H: 1.492 1.584 2.087
H: -0.014 -0.432 3.052
H: -0.840 2.028 2.566
H: -3.089 0.887 2.786
H: -1.838 0.426 3.921
H: -2.334 -0.685 2.515
H: -2.476 2.231 0.759
H: -0.902 2.063 0.031
H: -2.144 0.717 0.257
H: -0.365 -2.469 2.302
H: -0.645 -3.026 0.772
H: 4.186 -0.585 -1.650
H: 3.886 -1.143 -0.345
O: 3.479 -0.948 -1.211
H: 1.773 0.897 -1.939
H: 2.216 2.055 -2.969
O: 1.889 1.102 -2.957
H: -0.596 0.467 -3.834
H: 0.483 1.423 -4.270
O: -0.486 1.310 -4.255
H: -2.344 -1.289 -3.182
H: -0.966 -1.043 -2.511
O: -1.521 -1.549 -2.914
H: 2.951 2.292 -0.538
H: 3.137 1.293 0.722
O: 3.222 2.241 0.391
H: -1.481 -3.193 -1.118
H: -2.774 -3.041 -0.490
O: -2.057 -3.504 -0.521

Atom charges from the Löwdin analysis, given in e for atoms 1 to 4: atom 1 (N): 0.0407, atom 2 (C): -0.3207, atom 3 (C): -0.3675, atom 4 (C): -0.0508

One molecule with the formula C3H4F5OP in a non-equilibrium geometry. Source: OMol25; level of theory: the ωB97M-V functional and the def2-TZVPD basis.

As for the spin multiplicity: 3. The orbital gap (alpha / beta) is 7.96 / 8.74 eV. The value obtained for the LUMO energy (alpha / beta) is 0.761 / -2.134 eV.

Atoms and positions in Å:
C: 2.284 -0.222 0.363
C: -1.092 2.100 -0.136
C: -1.332 -1.156 -0.053
O: 1.275 -0.587 -0.576
F: -2.231 1.529 -0.560
F: -1.465 2.404 1.148
F: -2.514 -1.159 -0.583
F: -1.461 -1.137 1.284
F: -0.730 -2.301 -0.300
P: -0.092 0.391 -0.461
H: 3.154 -0.985 0.358
H: 1.848 -0.090 1.357
H: 2.631 0.704 -0.077
H: -0.275 0.509 -1.764

Atom charges from the Löwdin analysis, given in e for atoms 1 to 4: atom 1 (C): -0.1753, atom 2 (C): -0.3080, atom 3 (C): -0.7106, atom 4 (O): -0.4383

One molecule with the formula C2HNO2 in a non-equilibrium geometry. Source: OMol25; level of theory: the ωB97M-V functional and the def2-TZVPD basis.

As for the spin multiplicity: 1. The orbital gap is 9.46 eV. The value obtained for the LUMO energy is -0.537 eV. As for the SMILES: O=c1c[n+]1[O-]. The relative energy (zero: lowest compared OMol25 entry of this formula, charge and spin) comes out at 160.47 kcal/mol.

Atoms and positions in Å:
C: 0.784 0.600 0.042
C: -0.990 0.216 0.097
N: 0.087 -0.484 0.169
O: -1.834 0.962 -0.199
O: 0.117 -1.653 0.022
H: 1.837 0.360 -0.130

Atom charges from the Löwdin analysis, given in e for atoms 1 to 4: atom 1 (C): 0.2029, atom 2 (C): -0.1434, atom 3 (N): -0.4124, atom 4 (O): 0.2423

A 3-piece molecular cluster, C4H10O2 overall in a non-equilibrium geometry. Source: OMol25; level of theory: the ωB97M-V functional and the def2-TZVPD basis.

As for the spin multiplicity: 2. The orbital gap (alpha / beta) is 7.00 / 5.61 eV. The value obtained for the LUMO energy (alpha / beta) is 4.038 / 2.694 eV. The relative energy (zero: lowest compared OMol25 entry of this formula, charge and spin) comes out at 62.93 kcal/mol. As for the net charge: -1.

Atoms and positions in Å:
C: -1.258 0.044 0.727
O: 0.853 1.525 1.557
C: -1.444 -1.013 -0.468
C: -1.595 0.518 -0.618
C: 2.699 0.060 -0.413
O: -0.405 -1.634 -0.912
H: 2.045 0.665 0.253
H: -0.231 0.035 1.091
H: -1.948 0.220 1.537
H: -2.405 -1.487 -0.742
H: -2.596 0.894 -0.764
H: -0.867 1.282 -0.898
H: 3.024 -0.868 0.056
H: 3.503 0.710 -0.774
H: 2.096 -0.258 -1.270
H: 1.431 1.966 2.188

Atom charges from the Löwdin analysis, given in e for atoms 1 to 4: atom 1 (C): -0.0904, atom 2 (O): -0.5392, atom 3 (C): -0.4241, atom 4 (C): -0.1266